Version one
The following is a quantum chemistry calculation of a cluster of 2 separate species, CH4ClNP2 in total, from the OMol25 dataset.

highest occupied orbital energy (spin up / spin down)	-8.99 / -8.28	eV
HOMO-LUMO gap (spin up / spin down)	0.280 / 0.251	Eh

Positions of all 9 atoms, in Å:
C -0.83 0.82 0.85
N -0.35 -1.81 1.84
P -0.16 -0.92 0.64
P 0.66 -0.35 -2.10
Cl 2.04 -1.74 -2.46
H -1.91 0.75 0.92
H -0.44 1.21 1.79
H -0.55 1.46 0.02
H 1.54 0.59 -1.50

Version two
The following is a quantum chemistry calculation of a structure of composition CH4ClNP2, from the OMol25 dataset.

highest occupied orbital energy	-9.00	eV
HOMO-LUMO gap	0.307	Eh

Positions of all 9 atoms, in Å:
C 0.23 0.10 -1.31
N 0.54 -0.68 1.28
P 1.16 0.40 0.26
P 1.27 -0.74 2.90
Cl 0.08 -2.15 3.75
H -0.71 -0.61 -1.20
H -0.07 0.93 -1.84
H 0.97 -0.44 -1.97
H 0.52 0.26 3.55

Which one sits at the bottom of the stability order? version one does.

Version one
The following is a quantum chemistry calculation of the molecule C2H3N3O, from the OMol25 dataset.

highest occupied orbital energy	-8.90	eV
HOMO-LUMO gap	0.351	Eh

Positions of all 9 atoms, in Å:
O 1.61 -1.19 -0.25
C 0.84 1.08 -0.37
N -0.33 1.63 -0.05
N -1.21 0.62 0.24
C -0.65 -0.57 0.12
N 0.59 -0.29 -0.25
H 2.37 -0.58 -0.31
H -2.11 0.83 0.63
H -1.12 -1.53 0.24

Version two
The following is a quantum chemistry calculation of the molecule C2H3N3O, from the OMol25 dataset.

SMILES	[H]/N=c1\nc[nH]o1
highest occupied orbital energy	-8.93	eV
HOMO-LUMO gap	0.338	Eh

Positions of all 9 atoms, in Å:
H -2.43 0.84 0.37
N -2.07 -0.18 0.06
C -0.83 -0.07 -0.09
N -0.08 1.15 -0.02
C 1.21 0.80 -0.01
N 1.41 -0.58 0.09
O 0.11 -1.07 -0.11
H 2.08 1.54 -0.12
H 2.39 -1.06 0.39

Version three
The following is a quantum chemistry calculation of the molecule C2H3N3O, from the OMol25 dataset.

SMILES	Nc1conn1
highest occupied orbital energy	-9.36	eV
HOMO-LUMO gap	0.374	Eh

Positions of all 9 atoms, in Å:
N 1.56 0.21 0.49
C 0.23 0.04 -0.03
C -0.86 -0.65 0.30
O -1.79 -0.46 -0.69
N -1.18 0.31 -1.62
N -0.06 0.63 -1.23
H 1.46 0.00 1.48
H 1.82 1.06 0.11
H -1.18 -1.15 1.18

Version four
The following is a quantum chemistry calculation of a structure of composition C2H3N3O, from the OMol25 dataset.

highest occupied orbital energy	-9.93	eV
HOMO-LUMO gap	0.388	Eh

Positions of all 9 atoms, in Å:
O 1.88 0.34 -0.27
C 0.62 -0.05 -0.04
C -0.48 0.75 0.24
N -1.56 -0.18 0.42
N -1.06 -1.38 0.17
N 0.23 -1.32 -0.06
H 2.40 -0.46 -0.43
H -0.56 1.79 0.55
H -1.47 0.52 -0.58

Which one sits at the bottom of the stability order? version one does.

Version one
The following is a quantum chemistry calculation of the molecule C2H3N3O, from the OMol25 dataset.

SMILES	Oc1nc[nH]n1
highest occupied orbital energy	-9.53	eV
HOMO-LUMO gap	0.379	Eh

Positions of all 9 atoms, in Å:
O 1.47 0.98 0.79
C 0.26 0.52 0.30
N 0.21 -0.70 0.79
C -0.67 -1.28 -0.05
N -0.92 -0.41 -1.10
N -0.43 0.98 -0.79
H 1.82 0.36 1.54
H -1.37 -2.16 0.27
H -1.72 -0.52 -1.83

Version two
The following is a quantum chemistry calculation of a structure of composition C2H3N3O, from the OMol25 dataset.

highest occupied orbital energy (spin up / spin down)	-9.84 / -9.84	eV
HOMO-LUMO gap (spin up / spin down)	0.258 / 0.258	Eh

Positions of all 9 atoms, in Å:
C -0.14 -0.13 -1.67
C -0.42 1.21 -1.19
N 0.40 2.20 -1.12
N 1.44 1.65 -1.49
N -0.41 -1.20 1.75
O 1.09 0.19 -1.87
H -0.98 -0.42 1.89
H -0.26 -1.65 2.68
H -0.71 -1.84 1.03

Which one sits at the bottom of the stability order? version two does.

Version one
The following is a quantum chemistry calculation of a structure of composition C2H3N3O, from the OMol25 dataset.

highest occupied orbital energy	-8.50	eV
HOMO-LUMO gap	0.334	Eh

Positions of all 9 atoms, in Å:
N -1.41 0.06 0.24
C -0.28 -0.44 -0.27
C 1.06 0.01 -0.29
N 1.57 0.92 0.47
N 2.12 1.70 1.09
O -0.27 -1.57 -0.90
H -2.27 -0.44 0.07
H -1.47 1.02 0.55
H 0.96 -1.26 -0.95

Version two
The following is a quantum chemistry calculation of a cluster of 2 separate species, C2H3N3O in total, from the OMol25 dataset.

highest occupied orbital energy	-10.41	eV
HOMO-LUMO gap	0.349	Eh

Positions of all 9 atoms, in Å:
O 1.10 -0.60 1.52
C 0.52 -0.23 0.37
N 0.53 0.92 -0.27
C -0.52 0.75 -1.16
N -1.16 -0.39 -1.08
N -0.53 -1.08 -0.05
H 2.06 -0.60 1.50
H -0.84 1.49 -1.88
H -1.15 -0.27 1.05

Which one sits at the bottom of the stability order? version two does.

Version one
The following is a quantum chemistry calculation of the molecule C2H3N3O, from the OMol25 dataset.

SMILES	Oc1c[nH]nn1
highest occupied orbital energy	-9.09	eV
HOMO-LUMO gap	0.365	Eh

Positions of all 9 atoms, in Å:
O -2.02 0.17 0.08
C -0.67 0.23 0.08
C 0.16 -0.79 -0.28
N 1.40 -0.25 -0.17
N 1.31 1.07 0.26
N 0.04 1.33 0.40
H -2.35 0.87 0.65
H -0.09 -1.79 -0.61
H 2.22 -0.85 -0.41

Version two
The following is a quantum chemistry calculation of the molecule C2H3N3O, from the OMol25 dataset.

SMILES	[H]/N=c1\nc[nH]o1
highest occupied orbital energy	-9.01	eV
HOMO-LUMO gap	0.342	Eh

Positions of all 9 atoms, in Å:
H 2.39 0.75 -0.06
N 1.94 -0.11 0.10
C 0.72 0.02 -0.06
N -0.04 1.24 0.01
C -1.25 0.78 -0.11
N -1.30 -0.71 0.12
O 0.08 -1.02 -0.11
H -2.22 1.18 0.26
H -1.80 -1.50 0.01

Which one sits at the bottom of the stability order? version two does.

Version one
The following is a quantum chemistry calculation of a cluster of 2 separate species, C2H3N3O in total, from the OMol25 dataset.

highest occupied orbital energy (spin up / spin down)	-9.51 / -9.51	eV
HOMO-LUMO gap (spin up / spin down)	0.337 / 0.337	Eh

Positions of all 9 atoms, in Å:
O 2.28 0.23 0.08
C 1.12 0.31 0.69
N 0.08 0.90 0.45
N -1.15 1.11 0.30
C -1.09 -1.73 -0.48
N -0.39 -2.61 -0.70
H 2.24 0.62 -0.82
H -1.37 2.03 0.69
H -1.70 -0.86 -0.26

Version two
The following is a quantum chemistry calculation of a structure of composition C2H3N3O, from the OMol25 dataset.

highest occupied orbital energy	-9.64	eV
HOMO-LUMO gap	0.362	Eh

Positions of all 9 atoms, in Å:
N -1.62 -0.27 0.01
C -0.25 -0.16 -0.02
N 0.55 -1.07 0.44
O 1.81 -0.59 0.34
N 1.76 0.65 -0.33
C 0.48 0.97 -0.59
H -1.95 -1.21 0.15
H -2.08 0.23 -0.74
H 1.44 1.60 0.21

Which one sits at the bottom of the stability order? version two does.

Version one
The following is a quantum chemistry calculation of the molecule C2H3N3O, from the OMol25 dataset.

SMILES	Oc1cnn[nH]1
highest occupied orbital energy	-9.09	eV
HOMO-LUMO gap	0.338	Eh

Positions of all 9 atoms, in Å:
O 1.39 0.25 -1.06
C 0.34 0.00 -0.31
C 0.03 -1.21 0.26
N -1.09 -1.01 1.04
N -1.48 0.15 0.89
N -0.61 0.83 0.15
H 1.66 1.28 -0.92
H 0.73 -2.07 0.19
H -0.97 1.79 -0.23

Version two
The following is a quantum chemistry calculation of the molecule C2H3N3O, from the OMol25 dataset.

highest occupied orbital energy	-8.85	eV
HOMO-LUMO gap	0.347	Eh

Positions of all 9 atoms, in Å:
N -0.02 -1.46 0.25
C 0.45 -0.23 0.59
C 0.27 0.80 -0.50
N -0.83 1.48 -0.56
N -1.81 2.06 -0.62
O 0.97 0.02 1.65
H 0.14 -2.22 0.90
H -0.30 -1.68 -0.69
H 1.12 1.23 -1.02

Which one sits at the bottom of the stability order? version one does.

Version one
The following is a quantum chemistry calculation of a cluster of 9 separate species, H18O9 in total, from the OMol25 dataset.

SMILES	O.O.O.O.O.O.O.O.O
highest occupied orbital energy	-10.08	eV
HOMO-LUMO gap	0.369	Eh

Positions of all 27 atoms, in Å:
O -0.47 0.19 0.91
H -1.11 -0.53 0.83
H -0.76 0.67 1.69
O 1.35 3.60 -1.27
H 0.90 3.61 -2.13
H 1.64 4.52 -1.15
O 1.63 -2.25 2.66
H 1.27 -2.07 1.78
H 2.55 -1.98 2.60
O 1.58 0.52 1.84
H 1.94 0.97 2.61
H 1.10 -0.23 2.21
O 1.92 1.07 -0.45
H 1.45 1.83 -0.82
H 2.09 0.51 -1.21
O -1.73 0.80 -3.45
H -1.85 -0.15 -3.54
H -0.77 0.92 -3.42
O 0.40 -1.96 -1.85
H -0.25 -2.67 -1.93
H -0.14 -1.18 -1.68
O -2.93 0.93 0.53
H -2.76 0.10 0.99
H -2.35 1.56 0.95
O -1.78 -2.99 1.07
H -0.91 -2.99 0.65
H -1.75 -2.24 1.67

Version two
The following is a quantum chemistry calculation of a cluster of 9 separate species, H18O9 in total, from the OMol25 dataset.

SMILES	O.O.O.O.O.O.O.O.O
highest occupied orbital energy	-10.47	eV
HOMO-LUMO gap	0.377	Eh

Positions of all 27 atoms, in Å:
O -0.68 0.05 0.76
H -0.43 0.65 0.05
H 0.13 -0.03 1.29
O 5.27 0.83 1.54
H 5.62 0.48 2.36
H 4.33 0.98 1.73
O 1.68 -2.66 -2.24
H 1.02 -3.24 -2.65
H 1.19 -1.85 -2.06
O -3.74 0.19 -0.65
H -3.89 -0.63 -1.13
H -4.33 0.13 0.11
O -2.63 -2.47 3.77
H -1.99 -3.12 3.47
H -2.29 -1.63 3.43
O -3.58 -1.08 -2.66
H -3.97 -1.16 -3.54
H -2.68 -1.41 -2.77
O 3.44 1.92 -2.42
H 2.55 1.64 -2.64
H 3.90 1.97 -3.26
O -2.38 5.30 1.24
H -1.84 4.63 0.80
H -2.27 6.09 0.70
O 2.42 -1.48 1.61
H 2.58 -2.09 2.34
H 2.55 -2.01 0.82

Which one sits at the bottom of the stability order? version one does.